Entry 1:
Here is a 8-piece molecular cluster, C39H54F17N7O9 overall at a distorted geometry from the Open Molecules 2025 dataset. Energies are from wB97M-V/def2-TZVPD.

Geometry as XYZ:
```
126
Properties=species:S:1:pos:R:3
O 11.58329 -3.96186 1.01771
C 11.14557 -3.52432 -0.16996
C 9.74390 -4.06506 -0.90601
C 8.89407 -3.05503 -1.65614
C 7.51243 -3.45565 -2.47395
F 7.43241 -2.46734 -3.61415
F 7.68225 -4.85810 -2.93951
C 6.14757 -3.37001 -1.51064
F 5.98004 -1.93545 -1.18606
F 6.48008 -4.08957 -0.23975
C 4.83723 -4.09523 -2.17641
F 4.94447 -4.03071 -3.64787
F 4.95132 -5.55883 -1.81770
C 3.38888 -3.60670 -1.55740
F 2.49505 -4.82304 -1.62420
F 3.63242 -3.33878 -0.12144
C 2.63192 -2.43192 -2.39055
F 3.60419 -1.35457 -2.81169
F 2.18659 -3.05371 -3.69504
C 1.29071 -1.79258 -1.72413
F 0.93462 -2.26153 -0.37136
F 0.11126 -2.15178 -2.59954
C 1.27007 -0.13173 -1.66931
F 1.32917 0.49091 -3.04013
F -0.10822 0.21756 -1.15742
C 2.32412 0.51855 -0.59977
F 3.12048 1.54363 -1.37318
F 1.70936 1.25385 0.52912
F 3.31761 -0.42035 -0.03393
C 9.35530 -1.44979 -1.72972
O 8.51208 -0.41854 -1.64709
C 11.00580 -1.22194 -1.86443
C 11.63480 0.01636 -2.75725
C 13.27820 0.15048 -2.88299
C 14.21444 -0.97549 -2.09154
C 13.56910 -2.19669 -1.15060
C 11.94019 -2.33106 -1.03187
H 9.41913 -5.19745 -0.85566
H 10.91876 0.78402 -3.29063
H 13.75087 1.02177 -3.54897
H 15.39100 -0.86430 -2.22933
H 14.26003 -2.97655 -0.59656
C 0.87865 -0.60768 5.48044
O 0.11054 -0.44469 6.42064
N 0.63255 -0.24036 4.17451
C 1.59408 -0.46747 3.11540
C -0.62823 0.39357 3.84864
H 1.86522 -1.08049 5.61663
H 1.86386 0.49428 2.66983
H 1.13883 -1.10914 2.35551
H 2.49656 -0.95091 3.49940
H -0.72463 1.31467 4.43158
H -1.44623 -0.28119 4.11868
H -0.67987 0.62612 2.78160
C -4.04937 0.44570 3.40777
O -3.29745 1.13570 4.08530
N -4.59699 0.81276 2.19685
C -5.48042 -0.06169 1.45340
C -4.27988 2.11510 1.64824
H -4.35584 -0.56260 3.73152
H -5.03699 -0.26369 0.47419
H -6.44521 0.43703 1.32349
H -5.63354 -1.00762 1.98010
H -3.19678 2.18920 1.51057
H -4.59840 2.88660 2.35582
H -4.78387 2.26415 0.68954
C 1.27562 4.69341 7.04954
O 1.65902 5.72517 7.58713
N 0.62218 3.65753 7.68269
C 0.19914 2.46616 6.97594
C 0.34873 3.76186 9.10113
H 1.43226 4.51073 5.97366
H -0.88640 2.36750 7.06632
H 0.68544 1.59597 7.42615
H 0.46778 2.51959 5.91735
H -0.26962 4.64679 9.28025
H 1.29478 3.87884 9.63838
H -0.17142 2.87026 9.46141
C -9.95440 1.33316 0.57395
O -9.07188 0.48620 0.63990
N -9.95950 2.53612 1.24760
C -11.04312 3.48827 1.11719
C -8.84574 2.86051 2.11474
H -10.84724 1.18829 -0.05634
H -10.64286 4.42935 0.72933
H -11.48695 3.65670 2.10261
H -11.81345 3.11773 0.43532
H -7.92418 2.86302 1.52461
H -8.76432 2.09406 2.89144
H -8.98885 3.84040 2.57806
C -0.41352 -3.59046 -7.58092
O 0.71666 -3.36113 -7.99397
N -0.87980 -3.28842 -6.31906
C -2.23384 -3.59224 -5.90421
C 0.01189 -2.64622 -5.37560
H -1.17251 -4.07613 -8.21611
H -2.73554 -2.66165 -5.62386
H -2.19759 -4.26384 -5.04163
H -2.79442 -4.07348 -6.71030
H 0.34830 -1.69341 -5.79574
H 0.88367 -3.28805 -5.21620
H -0.49469 -2.47007 -4.42289
C 5.50738 4.37929 -5.39717
O 5.89078 5.41104 -4.85958
N 4.85394 3.34340 -4.76401
C 4.43089 2.15203 -5.47076
C 4.58049 3.44774 -3.34557
H 5.66401 4.19661 -6.47305
H 3.34536 2.05337 -5.38038
H 4.91720 1.28184 -5.02055
H 4.69954 2.20546 -6.52936
H 3.96214 4.33267 -3.16646
H 5.52654 3.56472 -2.80832
H 4.06034 2.55613 -2.98529
C -14.17064 0.93287 0.26489
O -13.17639 1.59336 -0.01033
N -14.40385 0.30370 1.46933
C -15.60801 -0.46145 1.71910
C -13.41358 0.40995 2.52086
H -14.98632 0.78753 -0.46241
H -16.13806 -0.02045 2.56813
H -15.32968 -1.49246 1.95566
H -16.26510 -0.45874 0.84510
H -13.26976 1.46604 2.76893
H -12.46523 0.00093 2.15938
H -13.73478 -0.13694 3.41140
```

Properties
Gap between HOMO and LUMO = 6.3917 eV
Structure (SMILES) = O=C1C=C(C(F)(F)C(F)(F)C(F)(F)C(F)(F)C(F)(F)C(F)(F)C(F)(F)C(F)(F)F)C(=O)c2ccccc21.CN(C)C=O.CN(C)C=O.CN(C)C=O.CN(C)C=O.CN(C)C=O.CN(C)C=O.CN(C)C=O
E = -116352.3104 eV
HOMO level = -8.65 eV


Entry 2:
Here is a 2-piece molecular cluster, C4H14NO2 overall at a distorted geometry from the Open Molecules 2025 dataset. Energies are from wB97M-V/def2-TZVPD.

Geometry as XYZ:
```
21
Properties=species:S:1:pos:R:3
C -0.49494 1.46073 -0.52323
C -0.10266 0.30652 0.37071
C -1.20309 -0.61702 0.90005
C -2.34884 -0.88885 -0.06196
O -0.54424 -1.74808 1.42072
N 0.95802 -0.54325 -0.34846
H -1.18291 2.11797 -0.00522
H -0.94783 1.04718 -1.42272
H 0.38645 2.02552 -0.82615
H 0.52231 0.63184 1.20729
H -1.69239 -0.01717 1.67806
H -2.91134 0.01144 -0.29426
H -3.00422 -1.61816 0.41662
H -2.04969 -1.30072 -0.98620
H -1.04857 -2.53494 1.19884
H 1.91157 -0.21243 -0.32935
H 0.75099 -0.64838 -1.34902
H 0.78099 -1.48540 0.02307
H 3.27367 2.20432 -2.04315
H 3.07123 2.30392 -0.56668
O 3.01845 1.66101 -1.28744
```

Properties
Energy above the lowest of the compared OMol25 structures with the same formula, charge and spin = 17.28 kcal/mol
Gap between HOMO and LUMO = 12.0199 eV
E = -9954.0119 eV
HOMO level = -15.05 eV
Charge = +1


Entry 3:
Here is one molecule with the formula H2INS at a distorted geometry from the Open Molecules 2025 dataset. Energies are from wB97M-V/def2-TZVPD.

Geometry as XYZ:
```
5
Properties=species:S:1:pos:R:3
N -0.44569 0.07938 -0.46565
S 0.83935 -0.34004 0.23354
I 0.75026 -2.85801 0.77333
H -0.60085 -0.39192 -1.29878
H 0.41922 0.28643 1.55200
```

Properties
Energy above the lowest of the compared OMol25 structures with the same formula, charge and spin = 46.32 kcal/mol
Gap between HOMO and LUMO (alpha / beta) = 7.8432 / 7.8430 eV
E = -20456.2653 eV
HOMO level (alpha / beta) = -8.96 / -8.95 eV


Entry 4:
Here is a 11-piece molecular cluster, C3H29NO10S2 overall at a distorted geometry from the Open Molecules 2025 dataset. Energies are from wB97M-V/def2-TZVPD.

Geometry as XYZ:
```
45
Properties=species:S:1:pos:R:3
N -2.96947 -1.50583 -1.43180
C -3.12176 -0.07508 -0.98606
C -2.34744 1.11056 -1.58426
S -0.55308 1.06463 -1.12527
S 0.59684 2.55790 -1.57363
C 1.78683 2.17660 -2.92201
H -2.82913 -1.48539 -2.44368
H -2.07338 -1.87126 -1.12690
H -4.18974 0.08780 -1.13126
H -2.78648 -0.11897 0.07135
H -2.68320 1.18991 -2.62089
H -2.82407 2.00779 -1.08570
H 1.86931 2.99945 -3.60834
H 2.69196 1.69805 -2.52351
H 1.45774 1.26506 -3.46974
H 1.45540 3.07945 1.93882
H 1.21312 4.41498 2.34254
O 0.71537 3.73088 1.81203
H 3.00861 1.86139 3.80682
H 2.51551 0.84570 2.85997
O 2.73740 1.78089 2.88166
H -1.36108 0.61576 2.60108
H -2.59580 1.57999 2.17641
O -2.05110 1.24330 2.88426
H 2.26662 -1.57276 3.42984
H 1.37904 -0.91410 2.36340
O 2.29176 -1.03560 2.62814
H 3.21050 -0.29928 -1.02496
H 2.91244 -1.31894 0.19181
O 3.23452 -1.22593 -0.74123
H 2.08595 -1.77799 -2.48469
H 0.64025 -1.80119 -2.79361
O 1.49628 -1.90690 -3.24733
H -0.69037 -2.04073 1.45168
H -1.28597 -1.89882 2.88100
O -0.63222 -1.53501 2.26831
H 0.66655 -4.11343 -1.95048
H 1.58369 -3.33681 -0.96571
O 1.01882 -4.17711 -1.05216
H -1.60524 -4.17042 0.19803
H -0.35862 -3.47623 -0.23725
O -1.23881 -3.28574 0.15989
H -0.96653 2.73671 1.24779
H -1.87881 3.90155 1.11582
O -1.79215 2.99515 0.81983
```

Properties
Energy above the lowest of the compared OMol25 structures with the same formula, charge and spin = 18.18 kcal/mol
Gap between HOMO and LUMO = 8.5168 eV
Structure (SMILES) = CSSCCN.O.O.O.O.O.O.O.O.O.O
E = -47216.8894 eV
HOMO level = -8.52 eV